Entry 1:
The following is a quantum chemistry calculation of a molecular structure, C35H40BrN3NiO2PSb at a distorted geometry, from the Open Molecules 2025 dataset.

Multiplicity ... 3
Total charge ... 0
HOMO energy (spin up / spin down) ... -7.3 / -8.1 eV

Geometry as XYZ:
```
84
Properties=species:S:1:pos:R:3:forces:R:3
Ni -0.2737 -0.1568 0.0812 0.2 -1.2 0.0
C -1.9404 -1.8089 6.9484 0.0 0.0 0.0
C -1.2436 -2.8333 6.3187 0.0 0.0 0.0
C -0.8460 -2.6921 4.9995 0.0 0.0 0.0
C -1.1446 -1.5291 4.2955 -0.1 0.3 -0.4
C -1.8393 -0.5075 4.9292 0.0 0.0 -0.1
C -2.2355 -0.6465 6.2545 0.0 0.0 0.1
Sb -0.4729 -1.4183 2.2435 0.2 -1.1 1.0
C 1.5223 -1.9462 2.8429 -0.2 0.1 -0.1
C 2.2290 -3.0430 2.3684 -0.1 0.0 -0.1
C 3.5175 -3.2920 2.8227 0.1 0.0 0.0
C 4.1075 -2.4464 3.7500 0.0 0.0 0.0
C 3.4084 -1.3452 4.2253 0.1 0.0 0.0
C 2.1227 -1.0991 3.7706 -0.1 0.0 0.0
C -1.3081 -3.3176 1.7045 0.1 0.3 0.0
C -0.7466 -4.0926 0.6947 0.1 0.1 0.0
C -1.3555 -5.2762 0.3021 0.0 0.0 0.0
C -2.5440 -5.6771 0.8945 0.0 0.0 0.0
C -3.1232 -4.8927 1.8817 -0.1 0.0 0.0
C -2.5091 -3.7158 2.2850 0.1 0.0 0.0
H -2.2481 -1.9184 7.9805 0.0 0.0 0.0
H -1.0086 -3.7434 6.8561 0.0 0.0 0.0
H -0.3009 -3.4903 4.5081 0.0 0.0 0.1
H -2.0809 0.4034 4.3922 0.0 0.0 0.0
H -2.7753 0.1545 6.7440 0.0 0.0 0.0
H 1.7780 -3.7119 1.6464 0.1 0.0 0.0
H 4.0699 -4.1453 2.4489 0.0 0.0 0.0
H 5.1105 -2.6488 4.1038 0.0 0.0 0.0
H 3.8629 -0.6825 4.9515 0.0 0.0 0.0
H 1.5707 -0.2459 4.1555 0.0 0.0 0.1
H 0.1478 -3.7479 0.1881 -0.1 -0.1 0.1
H -0.9057 -5.8827 -0.4744 0.0 0.0 0.0
H -3.0289 -6.5902 0.5734 0.0 0.0 0.0
H -4.0564 -5.1962 2.3399 0.0 0.0 0.0
H -2.9679 -3.1036 3.0524 0.0 -0.1 0.0
C -3.8820 -0.0489 -2.1570 0.0 0.2 0.2
C -2.8503 0.2292 -1.0596 0.0 -0.2 -0.3
C -1.8696 1.3344 -1.4894 -0.3 -0.2 0.1
C -2.0186 -1.0003 -0.7027 0.5 0.6 0.3
H -4.4765 0.8434 -2.3753 0.0 0.0 -0.1
H -4.5596 -0.8460 -1.8500 0.0 0.0 0.0
H -3.3731 -0.3587 -3.0721 0.0 0.0 0.0
H -3.3904 0.5668 -0.1689 0.1 0.0 0.0
H -1.6981 1.3210 -2.5666 0.1 0.0 0.0
H -0.9027 1.0919 -0.9893 -0.3 1.2 -0.8
H -2.1852 2.3358 -1.1945 0.1 0.0 0.0
H -1.5506 -1.4274 -1.6001 -0.1 -0.1 0.0
H -2.5992 -1.7675 -0.1931 0.1 -0.1 0.0
Br 2.2843 -6.4810 -1.9972 0.0 0.1 0.0
C 3.2000 -4.8735 -1.5516 0.0 -0.1 0.0
C 4.5795 -4.8967 -1.4228 0.0 -0.1 0.0
C 5.2409 -3.7229 -1.0913 0.0 0.0 0.0
C 4.5288 -2.5544 -0.8694 0.0 0.0 0.0
C 3.1453 -2.5543 -0.9774 -0.1 -0.1 0.2
C 2.4742 -3.7164 -1.3420 0.0 -0.1 0.0
C 2.3542 -1.3100 -0.6491 0.3 0.3 -0.6
O 2.9502 -0.2248 -0.6346 -0.3 -0.1 0.4
O 1.1021 -1.5047 -0.4746 -0.2 0.0 0.2
H 5.1215 -5.8195 -1.5778 0.0 0.0 0.0
H 6.3197 -3.7319 -1.0015 0.0 0.0 0.0
H 5.0339 -1.6353 -0.6040 0.0 0.0 0.0
H 1.3991 -3.7048 -1.4527 0.0 0.0 0.0
C 3.3487 3.8694 0.6077 0.0 -0.1 0.0
N 2.2269 3.9660 -0.3208 0.0 0.1 -0.1
C 1.1429 4.7072 0.3150 0.0 -0.1 0.0
N 0.7234 4.1423 1.5935 -0.1 0.2 0.1
C 1.8858 4.0705 2.4681 0.0 -0.1 -0.1
N 2.9855 3.2960 1.9016 0.0 0.0 0.0
C 2.6652 1.8775 1.7968 0.0 -0.3 -0.1
P 1.2535 1.5388 0.6225 -0.5 1.2 0.2
C 1.7948 2.6491 -0.7720 0.1 -0.2 0.0
C 0.1133 2.8275 1.4215 0.3 -0.3 -0.1
H 3.7412 4.8746 0.7784 0.0 0.0 0.0
H 4.1289 3.2531 0.1575 0.0 0.0 0.0
H 0.2853 4.7357 -0.3609 0.0 0.0 0.0
H 1.4833 5.7300 0.4941 0.0 0.0 0.0
H 1.5925 3.6285 3.4230 0.0 0.0 0.0
H 2.2391 5.0894 2.6454 0.0 0.0 0.0
H 2.4006 1.5017 2.7868 0.0 -0.1 0.0
H 3.5370 1.3292 1.4435 0.0 -0.1 0.0
H 0.9532 2.7668 -1.4608 0.0 0.0 0.0
H 2.6094 2.1602 -1.3073 -0.1 -0.1 0.0
H -0.1812 2.4492 2.4072 -0.1 0.0 0.0
H -0.7976 2.9384 0.8255 0.0 -0.1 0.0
```
Forces are in eV/Å.

Entry 2:
The following is a quantum chemistry calculation of a molecular structure, C35H40EuN10O5 at a distorted geometry, from the Open Molecules 2025 dataset.

Multiplicity ... 8
Total charge ... 0
HOMO energy (spin up / spin down) ... -6.2 / -7.5 eV

Geometry as XYZ:
```
91
Properties=species:S:1:pos:R:3:forces:R:3
Eu -0.5968 -1.0260 -0.4325 1.3 -0.4 -1.6
C -3.0798 -4.7169 1.5244 0.6 0.4 -0.2
C -2.8098 -4.7136 2.8924 0.8 -0.1 0.4
C -1.7538 -3.9579 3.3878 -0.6 -0.3 -1.8
C -1.0171 -3.1897 2.4175 -1.7 1.6 0.4
N -1.5031 -2.8948 1.1516 0.8 -2.3 2.1
C -2.4063 -3.8014 0.7355 -0.1 0.5 -0.7
N 0.0556 -2.5737 2.9548 1.9 0.7 -0.2
C 1.1303 -2.2078 2.2822 -1.5 -0.2 0.2
N 1.3437 -2.1588 0.9197 -0.9 -0.3 0.2
C 2.6857 -2.1275 0.7034 -1.0 -0.4 1.1
N 3.3681 -2.2358 -0.3711 1.4 0.1 1.8
C 3.0490 -1.9039 -1.6022 0.9 -0.1 -3.7
C 4.1521 -1.9936 -2.5747 -0.8 0.8 0.8
C 3.9310 -1.6860 -3.8900 -0.6 0.8 0.4
C 2.6824 -1.0432 -4.1995 1.2 -0.1 -0.9
C 1.7719 -0.8480 -3.2161 -0.9 -0.8 0.3
N 1.8685 -1.4635 -2.0123 -0.6 1.3 0.9
C 3.3359 -2.0217 2.0217 1.9 -0.6 0.8
C 4.7108 -2.0198 2.3190 -0.5 0.4 -0.5
C 5.0725 -1.8364 3.6430 -0.3 -0.9 -0.5
C 4.1012 -1.7325 4.6379 2.1 1.4 1.6
C 2.7834 -1.6676 4.3376 -2.1 -1.1 -0.9
C 2.3742 -1.9744 3.0306 1.6 1.1 -1.0
H -3.7267 -5.4530 1.0924 -0.4 0.0 -0.2
H -3.3255 -5.4081 3.5408 -0.2 0.1 0.1
H -1.4728 -3.9706 4.4389 0.2 0.1 -0.4
H -2.5132 -3.7257 -0.3469 -0.8 -0.3 0.1
H 5.1618 -1.9899 -2.1693 -0.2 -0.9 -0.1
H 4.7784 -1.7444 -4.5792 -0.5 0.1 0.0
H 2.4835 -0.5927 -5.1683 0.2 -0.2 0.0
H 0.8624 -0.2404 -3.3715 0.5 -0.4 0.0
H 5.4663 -2.1269 1.5281 -0.5 0.1 0.3
H 6.1107 -1.8741 3.8882 0.5 0.1 0.3
H 4.4789 -1.5141 5.6788 -0.7 -0.4 -1.2
H 2.0195 -1.4715 5.0623 -0.2 -0.1 0.5
N -0.1525 -3.6495 -1.8985 0.5 0.6 -0.2
C -0.3579 -3.9309 -3.2989 -1.0 0.3 -1.2
C -1.6725 -3.2134 -3.8137 0.4 -1.7 0.5
N -1.7215 -1.8144 -3.4919 -0.7 1.3 -0.3
C -3.0929 -1.1812 -3.6374 0.7 -1.0 0.3
C -3.6053 -0.8036 -2.2509 -0.5 2.2 -0.1
N -2.7104 0.1278 -1.4632 -0.6 -0.4 -1.0
H -0.6655 -4.2984 -1.3515 0.0 -0.7 0.8
H 0.8301 -3.5616 -1.6222 -0.7 -0.3 0.0
H 0.4785 -3.5973 -3.9110 0.2 0.3 0.2
H -0.4578 -5.0121 -3.5801 0.0 0.6 0.5
H -1.7084 -3.3493 -4.9012 -0.3 -0.4 0.0
H -2.5139 -3.7759 -3.3267 0.4 0.7 -0.5
H -1.0957 -1.3649 -4.1525 0.0 0.3 0.3
H -3.1205 -0.3401 -4.3830 0.3 -0.6 0.9
H -3.8073 -1.9552 -4.0020 0.4 0.5 0.0
H -4.5953 -0.3244 -2.4399 0.4 -0.3 0.3
H -3.7933 -1.6690 -1.6394 0.0 -0.6 0.1
H -2.2164 0.7682 -2.1043 -0.2 -0.1 0.4
H -3.2305 0.6796 -0.7729 0.2 -0.2 -0.4
O -1.2679 0.2020 1.4280 -1.6 3.2 2.8
C -1.8034 1.0928 2.1559 1.5 -3.6 -2.0
C -1.6395 1.0303 3.6372 0.0 -0.7 1.5
C -1.0272 2.3353 4.1437 2.2 0.4 0.3
C -1.7612 3.6356 3.8542 0.0 0.1 0.6
C -1.5303 4.2002 2.4787 0.9 0.6 -0.1
C -2.2138 3.4560 1.3483 -0.3 -0.1 -0.6
N -2.6587 2.0402 1.6016 -0.8 1.1 0.5
H -0.9564 0.1701 3.9520 -1.1 1.0 -0.7
H -2.6497 0.8937 4.1545 1.1 0.1 -0.8
H 0.0371 2.4332 3.6991 -1.5 -0.2 0.6
H -0.8360 2.2764 5.2347 -0.3 -0.2 -0.5
H -1.4671 4.3982 4.5865 0.2 -0.2 -0.1
H -2.8349 3.5285 4.0386 -0.1 -0.2 -0.1
H -0.4328 4.3607 2.2544 -1.1 -0.4 0.5
H -1.9540 5.2005 2.4959 0.0 0.3 -0.2
H -1.5678 3.5355 0.4782 -0.3 -0.5 -0.3
H -3.1377 4.0028 1.1142 0.2 -0.4 -0.1
H -3.4337 2.1345 2.2775 0.5 0.0 -0.4
O -0.4116 1.7722 -2.7432 0.4 -0.5 0.4
C 0.1533 2.0993 -1.6747 -1.4 -0.3 1.3
O 0.2117 1.4182 -0.5928 0.2 0.3 -1.1
C 0.6306 3.5348 -1.5930 0.9 0.8 -0.4
C 0.8472 4.1420 -2.8714 -0.4 -0.3 0.3
C 1.3809 5.4178 -2.9866 -0.4 -0.1 1.1
C 1.6087 6.1060 -1.7565 -0.9 -2.4 -2.1
C 1.2436 5.5789 -0.5271 0.4 -0.3 1.1
C 0.8523 4.2535 -0.3672 -1.6 -1.1 -1.3
N 2.0793 7.4163 -1.7786 0.1 4.0 3.0
O 2.1650 7.9269 -0.5871 0.5 -0.3 -3.7
O 2.2711 8.0506 -2.8159 0.0 -1.2 1.4
H 0.4770 3.6032 -3.7836 0.7 0.4 1.2
H 1.4704 5.8598 -3.9824 0.3 0.1 0.6
H 1.3497 6.2702 0.3084 -0.1 -0.5 -0.1
H 0.4418 3.7955 0.6051 1.3 0.8 -1.7
```
Forces are in eV/Å.